# C24H46Br8F3NiO8S3

A structure of composition C24H46Br8F3NiO8S3 in a non-equilibrium geometry (the ωB97M-V functional and the def2-TZVPD basis, OMol25).

As for the total energy: -684042.9413 eV. Its spin multiplicity is 3. The energy relative to the best compared isomer or geometry (same formula, charge and spin) comes out at 95.9 kJ/mol. The total charge is +1.

Geometry (Å):
1 Ni -3.03 1.92 -2.65
2 C -1.67 0.70 0.10
3 O -0.24 0.80 0.21
4 O -2.14 1.43 -0.94
5 C -2.05 -0.74 0.43
6 F -1.39 -1.16 1.51
7 F -3.40 -0.82 0.65
8 F -1.89 -1.67 -0.57
9 C 0.17 1.34 1.48
10 C 1.66 1.30 1.55
11 H 2.14 0.38 1.23
12 H 2.04 2.10 0.92
13 H 1.87 1.46 2.61
14 H -0.21 0.69 2.28
15 H -0.17 2.37 1.59
16 H -2.08 1.26 0.95
17 C -2.04 -3.20 -5.20
18 C -1.48 -2.21 -6.22
19 C -1.84 -0.78 -5.88
20 S -1.72 -0.76 -4.09
21 O -2.74 0.09 -3.44
22 O -0.32 -0.60 -3.77
23 C -2.25 -2.48 -3.84
24 H -1.38 -4.05 -5.09
25 H -3.02 -3.56 -5.53
26 H -1.71 -2.52 -7.25
27 H -0.40 -2.31 -6.39
28 H -2.90 -0.63 -6.08
29 H -1.33 0.09 -6.29
30 H -3.30 -2.43 -3.56
31 H -1.59 -2.84 -3.06
32 C 2.34 3.07 -4.59
33 C 2.71 2.76 -3.14
34 C 1.42 2.37 -2.40
35 S 0.11 3.50 -3.07
36 O 0.15 4.66 -2.20
37 O -1.11 2.72 -3.31
38 C 1.05 3.93 -4.62
39 H 2.19 2.10 -5.08
40 H 2.93 3.64 -5.30
41 H 3.27 3.54 -2.62
42 H 3.37 1.90 -3.01
43 H 1.55 2.53 -1.34
44 H 0.98 1.45 -2.78
45 H 1.23 5.00 -4.66
46 H 0.40 3.64 -5.45
47 C -2.75 -7.24 1.17
48 C -2.20 -5.89 1.43
49 C -3.37 -4.99 1.17
50 S -4.11 -5.52 -0.48
51 O -3.14 -4.94 -1.41
52 O -5.53 -5.31 -0.63
53 C -3.58 -7.26 -0.11
54 H -3.13 -7.74 2.06
55 H -2.04 -8.05 0.93
56 H -1.33 -5.74 0.78
57 H -1.75 -5.82 2.42
58 H -3.34 -3.90 1.10
59 H -4.23 -5.20 1.81
60 H -3.30 -7.73 -1.05
61 H -4.50 -7.78 0.18
62 Br 0.35 -3.58 2.60
63 C 2.11 -2.69 2.94
64 C 1.87 -1.90 4.23
65 Br 1.91 -2.97 5.89
66 H 2.30 -1.99 2.13
67 H 2.93 -3.38 3.13
68 H 1.01 -1.24 4.23
69 H 2.73 -1.22 4.31
70 Br -4.93 1.70 2.91
71 C -3.56 3.07 2.97
72 C -2.37 2.52 3.69
73 Br -0.91 3.82 3.83
74 H -3.95 4.02 3.32
75 H -3.27 3.18 1.92
76 H -2.03 1.57 3.27
77 H -2.64 2.18 4.69
78 Br 4.75 2.49 1.87
79 C 5.42 4.29 1.41
80 C 6.60 4.71 2.27
81 Br 8.03 3.34 2.25
82 H 4.53 4.92 1.45
83 H 5.67 4.20 0.36
84 H 6.21 4.83 3.28
85 H 6.99 5.71 2.13
86 Br 1.72 1.39 5.21
87 C 2.36 3.22 5.03
88 C 3.66 3.19 4.28
89 Br 4.54 4.96 4.43
90 H 2.52 3.47 6.07
91 H 1.68 3.92 4.54
92 H 3.54 2.98 3.22
93 H 4.38 2.46 4.64